(1)
{"formula": "C4H11NO2S", "method": "wB97M-V/def2-TZVPD", "energy_ha": -762.24711, "relative_energy_kcal_mol": 126.90, "orbital_gap_ev": [8.62, 8.62], "spin_multiplicity": 1, "homo_ha": [-0.3220, -0.3220], "elements": ["C", "C", "C", "C", "N", "O", "O", "S", "H", "H", "H", "H", "H", "H", "H", "H", "H", "H", "H"], "xyz": [[-3.10, -1.59, -0.92], [1.49, -1.28, 0.69], [2.25, 0.88, -0.38], [1.12, 0.15, 0.33], [-1.77, 1.93, -0.36], [-1.44, 0.29, 1.50], [0.00, 0.13, -0.55], [-1.50, 0.28, 0.06], [-3.45, -1.85, 0.09], [-2.25, -2.26, -1.12], [1.70, -1.85, -0.21], [2.36, -1.29, 1.34], [0.66, -1.75, 1.21], [1.94, 1.90, -0.63], [2.51, 0.36, -1.30], [3.12, 0.93, 0.27], [0.83, 0.70, 1.23], [-2.58, 2.29, 0.12], [-1.88, 2.04, -1.36]], "lowdin_charge": [0.037, -0.040, -0.040, -0.488, -0.121, -0.400, -0.326, 0.821, -0.086, -0.091, 0.086, 0.084, 0.078, 0.082, 0.084, 0.084, 0.129, 0.055, 0.053]}

(2)
{"formula": "C4H11NO2", "method": "wB97M-V/def2-TZVPD", "energy_ha": -364.20197, "relative_energy_kcal_mol": 41.54, "orbital_gap_ev": 10.21, "smiles": "N[C@@H](CO)CCO", "spin_multiplicity": 1, "homo_ha": -0.3472, "elements": ["N", "C", "C", "O", "C", "C", "O", "H", "H", "H", "H", "H", "H", "H", "H", "H", "H", "H"], "xyz": [[0.45, -1.35, -0.40], [-0.40, -0.23, 0.00], [-1.31, -0.76, 1.18], [-2.11, -1.89, 0.91], [0.33, 1.03, 0.43], [0.93, 1.93, -0.65], [1.98, 1.23, -1.37], [0.72, -1.79, 0.47], [1.19, -1.06, -1.03], [-1.15, 0.03, -0.77], [-1.89, 0.18, 1.44], [-0.81, -0.86, 2.16], [-1.58, -2.24, 0.17], [1.08, 0.90, 1.19], [-0.47, 1.63, 0.92], [1.28, 2.77, -0.05], [0.20, 2.20, -1.42], [1.84, 1.46, -2.29]], "lowdin_charge": [0.042, -0.386, -0.267, -0.054, -0.175, -0.234, -0.079, 0.081, 0.066, 0.150, 0.118, 0.117, 0.075, 0.122, 0.118, 0.110, 0.120, 0.078]}

(3)
{"formula": "C4H7NO2", "method": "wB97M-V/def2-TZVPD", "energy_ha": -361.69965, "relative_energy_kcal_mol": 113.71, "orbital_gap_ev": 8.91, "spin_multiplicity": 1, "homo_ha": -0.3391, "elements": ["O", "C", "C", "N", "C", "C", "O", "H", "H", "H", "H", "H", "H", "H"], "xyz": [[1.66, -0.75, -0.96], [0.89, 0.43, -0.89], [-0.43, 0.29, -1.57], [-1.03, 0.29, 0.57], [0.38, 0.73, 0.55], [-1.42, -0.88, 1.16], [-0.75, -1.51, 1.95], [2.55, -0.57, -0.63], [1.44, 1.29, -1.30], [-1.65, 0.77, -0.08], [-0.58, -0.80, -1.74], [0.45, 1.78, 0.83], [0.92, 0.12, 1.28], [-2.42, -1.20, 0.82]], "lowdin_charge": [-0.045, -0.476, 0.199, -0.018, -0.119, -0.340, 0.037, 0.095, 0.137, 0.102, 0.041, 0.124, 0.126, 0.138]}